(1)
57
Properties=species:S:1:pos:R:3:forces:R:3 method="wB97M-V/def2-TZVPD" charge=-2 spin_multiplicity=2 e_lumo_ev="4.0 / 3.9"
Pb 13.433 10.315 -6.050 1.3 -1.4 -3.9
O 12.138 7.871 -9.307 -2.6 0.8 -1.0
C 11.095 8.444 -9.560 0.9 -0.7 0.2
O 10.108 8.124 -10.467 1.2 0.3 1.7
B 9.143 9.252 -10.573 2.0 -0.4 0.4
O 9.566 10.222 -9.466 0.1 -0.5 0.5
C 10.660 9.774 -8.851 2.4 0.7 1.8
O 11.350 10.277 -7.912 -3.4 -1.3 -3.3
O 7.771 8.757 -10.580 -0.8 0.4 -1.3
C 7.271 8.867 -11.842 -1.2 -0.6 0.4
O 6.149 8.542 -12.211 2.4 0.6 0.9
C 8.357 9.563 -12.723 0.7 2.0 0.3
O 9.420 9.867 -11.875 -2.6 -0.3 -2.3
O 8.165 9.968 -13.859 0.8 -1.1 2.0
O 14.370 7.981 -6.918 -0.4 1.9 1.7
H 14.917 8.019 -6.109 0.0 -0.5 -0.4
C 14.588 12.218 -9.004 0.2 -2.8 2.0
O 14.515 10.953 -8.274 -0.5 1.6 0.4
H 15.337 12.859 -8.539 0.4 0.5 0.1
H 14.954 11.936 -9.991 -0.3 0.5 -0.5
H 13.639 12.753 -8.966 -0.2 0.2 -0.6
C 13.616 14.835 -2.771 -0.2 0.8 -0.5
C 12.256 14.341 -2.308 0.7 -1.8 0.2
C 12.430 12.878 -1.758 0.4 0.5 -0.5
C 12.841 11.856 -2.739 -0.6 0.5 -0.1
N 13.197 11.037 -3.469 -0.1 0.2 1.0
H 13.493 15.876 -3.067 0.2 0.3 -0.1
H 13.928 14.291 -3.663 0.0 -0.1 0.0
H 14.438 14.790 -2.056 -0.3 -0.2 0.3
H 11.582 14.358 -3.165 -0.2 0.0 0.1
H 11.817 14.911 -1.489 0.1 0.2 0.0
H 11.573 12.553 -1.167 -0.3 -0.3 -0.1
H 13.283 12.924 -1.080 0.1 0.0 0.4
C 7.683 8.889 -6.056 1.6 0.3 0.7
C 7.946 8.111 -4.755 -0.5 -0.5 -1.4
C 9.119 8.650 -3.893 -1.0 -0.3 -0.2
C 10.430 8.768 -4.533 0.6 -0.2 -0.8
N 11.476 8.800 -5.021 -1.4 -0.2 0.7
H 8.681 8.985 -6.485 0.0 0.1 -0.6
H 7.401 9.913 -5.809 -0.5 0.0 -0.3
H 7.057 8.391 -6.796 -0.2 0.1 0.3
H 8.107 7.082 -5.076 0.5 -0.2 0.3
H 6.988 8.060 -4.237 0.3 0.2 0.8
H 9.249 7.946 -3.070 0.0 0.3 0.3
H 8.820 9.637 -3.540 0.3 0.0 0.3
C 17.677 14.912 -5.061 0.0 -0.6 0.2
C 18.543 13.659 -4.790 -0.6 -0.5 -0.2
C 18.180 12.419 -5.591 -0.9 -0.4 -1.4
C 16.807 11.927 -5.430 -3.1 -1.0 0.7
N 15.726 11.500 -5.265 3.4 1.3 -0.4
H 18.051 15.783 -4.523 0.1 -0.1 0.0
H 16.649 14.756 -4.733 0.0 -0.1 0.2
H 17.590 15.168 -6.117 0.3 -0.1 -0.1
H 18.397 13.260 -3.787 0.5 0.9 0.5
H 19.591 13.802 -5.054 0.1 0.4 0.5
H 18.805 11.549 -5.390 0.3 0.2 0.3
H 18.287 12.604 -6.660 0.0 0.0 -0.2

=====

(2)
27
Properties=species:S:1:pos:R:3:forces:R:3 method="wB97M-V/def2-TZVPD" charge=+1 spin_multiplicity=2 e_lumo_ev="-4.0 / -3.9"
C -1.920 0.823 -2.570 0.1 0.1 -0.1
O -1.794 1.338 -1.257 -0.1 -0.1 0.2
C -0.508 1.734 -0.867 -0.1 0.0 -0.1
C 0.168 0.689 0.008 -0.2 0.1 -0.2
C -0.683 0.319 1.217 0.2 0.0 -0.1
C 0.014 -0.544 2.273 -0.3 -0.1 0.2
C 0.177 -2.024 1.934 0.1 0.1 0.0
O 1.377 -0.097 2.518 -0.3 0.1 -0.3
O 0.411 -0.545 -0.701 0.5 -0.2 0.5
C 1.493 -0.567 -1.610 0.0 -0.1 -0.2
H -2.923 0.413 -2.650 0.0 0.0 0.0
H -1.200 0.025 -2.768 0.0 0.0 0.0
H -1.798 1.618 -3.312 0.0 0.0 0.0
H -0.608 2.644 -0.268 0.1 0.0 -0.1
H 0.117 1.977 -1.735 0.0 0.0 0.0
H 1.140 1.103 0.325 0.0 0.0 0.0
H -1.010 1.251 1.682 -0.1 0.0 0.0
H -1.574 -0.202 0.864 -0.1 0.1 0.0
H -0.559 -0.445 3.197 0.1 -0.1 0.1
H -0.700 -2.600 2.219 -0.1 0.0 -0.1
H 1.008 -2.454 2.513 -0.1 0.0 0.0
H 0.316 -2.230 0.859 0.0 0.0 0.0
H 1.355 0.800 2.887 0.3 -0.3 -0.1
H 2.387 -0.059 -1.200 0.0 0.2 -0.1
H 1.722 -1.621 -1.797 0.0 0.0 -0.1
H 1.269 -0.104 -2.573 0.0 0.1 0.1
Ti 2.323 -1.244 0.814 -0.2 0.0 0.2

=====

| no. | calculated total energy (Ha) |
| --- | --- |
| 1 | -1797.2288 |
| 2 | -1351.0980 |